{
  "formula": "C5H6O2",
  "method": "ωB97M-V/def2-TZVPD",
  "e_lumo_ha": 0.0110,
  "total_energy_ev": -9371.8369,
  "orbital_gap_ha": 0.3454,
  "mol_weight_g_mol": 98.10,
  "total_charge": 0,
  "elements": ["O", "C", "C", "C", "C", "C", "O", "H", "H", "H", "H", "H", "H"],
  "coordinates": [[-0.442895, -0.926221, 0.804254], [-2.137943, -0.551355, 0.175332], [-1.635139, 0.669367, -0.339666], [-0.424295, 0.450099, 0.160524], [0.949499, 1.030683, 0.146599], [1.937447, 0.155154, -0.616068], [3.006499, -0.208118, -0.190146], [-0.415153, -0.916841, 1.773819], [-2.723203, -0.594777, 1.097011], [-2.321064, -1.418132, -0.459088], [1.351156, 1.187164, 1.157757], [0.832270, 1.989225, -0.372110], [1.602347, -0.130107, -1.634166]],
  "forces_ev_per_angstrom": [[-0.0090, -0.5012, 0.0966], [-1.0460, 0.1301, -0.3264], [0.6581, -0.7396, 0.6034], [0.2279, 0.3426, -0.2061], [-0.0733, 0.0034, 0.1062], [0.1877, 0.0505, 0.0317], [-0.5975, 0.2272, -0.0958], [0.2232, 0.2482, -0.0181], [0.0889, 0.1340, -0.0539], [0.1500, 0.0895, -0.0567], [-0.1052, 0.0879, -0.2162], [0.2757, -0.0463, 0.0801], [0.0195, -0.0263, 0.0552]],
  "mulliken_charge": [-0.46, 0.00, -0.67, 0.43, -0.50, 0.07, -0.47, 0.34, 0.20, 0.21, 0.23, 0.26, 0.36]
}